(1)
The following is a DFT calculation (wB97M-V/def2-TZVPD) of a structure of composition CH6O3 in a non-equilibrium geometry.

```
10
Properties=species:S:1:pos:R:3:forces:R:3
O 0.8675 0.2865 -1.0198 -0.9 -3.6 2.2
C 0.1583 -0.3602 0.0140 1.3 3.4 -1.2
H 0.7690 -0.9235 0.6686 0.6 -1.0 0.0
H -0.2681 0.5305 0.6690 -0.4 -1.3 -1.1
H 0.6985 3.2652 -0.7256 0.0 -1.0 -0.2
H 0.5409 1.3283 -1.0430 -0.4 2.1 -0.4
O 0.2568 2.3956 -0.6470 -0.3 0.8 0.6
H -0.7438 -0.9288 -0.4031 -0.1 -0.1 0.4
H -1.3027 -3.2085 1.4021 -0.7 -1.6 -0.2
O -0.9765 -2.3852 1.0847 0.9 2.4 0.0
```
Positions in Å, forces in eV/Å.

- maximum force (eV Å⁻¹) = 4.3
- E (eV) = -7267.60724
- HOMO level (eV) = -9.668
- energy relative to the best compared isomer or geometry (same formula, charge and spin) (kcal per mole) = 193.1
- Kohn-Sham gap (Ha) = 0.1538

(2)
The following is a DFT calculation (wB97M-V/def2-TZVPD) of a structure of composition H2O9S2Tl in a non-equilibrium geometry.

```
14
Properties=species:S:1:pos:R:3:forces:R:3
Tl -22.1274 5.3382 -14.9281 -1.5 2.1 -2.2
S -21.7889 5.2356 -11.8185 0.0 -2.6 8.6
O -20.9485 6.3943 -12.1543 -5.1 5.4 13.9
O -22.6284 5.5576 -10.6661 0.5 0.1 -0.6
O -22.6747 4.8916 -12.9108 -2.7 0.1 -1.8
O -20.8461 4.1048 -11.5208 -1.4 1.3 -1.3
S -20.2191 2.8874 -14.8420 4.0 -3.1 -4.3
O -19.6522 2.1126 -13.7825 0.1 -1.0 1.3
O -20.9447 2.1286 -15.8675 0.0 0.4 0.4
O -21.1598 3.7722 -14.1948 -1.2 -1.4 2.2
O -19.1248 3.6442 -15.4712 -0.6 0.4 0.0
O -20.4003 6.0082 -13.8828 5.6 -0.8 -14.6
H -20.5921 6.0927 -12.9489 2.3 -0.7 -0.7
H -19.6138 6.5376 -14.0151 0.1 0.1 -0.8
```
Positions in Å, forces in eV/Å.

- maximum force (eV Å⁻¹) = 15.8
- E (eV) = -44815.86308
- HOMO level (eV) = -5.982
- energy relative to the best compared isomer or geometry (same formula, charge and spin) (kcal per mole) = 136.7
- charge = -1
- Kohn-Sham gap (Ha) = 0.1497

(3)
The following is a DFT calculation (wB97M-V/def2-TZVPD) of a cluster of 3 separate species, C29H57N7O4P2SSi in total in a non-equilibrium geometry.

```
101
Properties=species:S:1:pos:R:3:forces:R:3
C -2.2023 0.3935 -2.9648 -0.4 -0.1 0.1
Si -0.8474 0.9509 -1.7866 0.8 -0.7 -1.0
C -0.9908 2.7370 -1.2335 -0.6 0.0 -0.4
C 0.7792 0.8390 -2.7636 -0.2 0.6 0.3
O -0.7144 -0.1987 -0.5523 -0.4 1.4 0.0
C -1.0280 0.2127 0.7735 0.3 -1.2 1.2
C 0.2663 0.5464 1.5906 -0.1 -0.4 -0.8
N 0.3674 1.9523 1.9597 0.2 -0.7 0.1
C -0.6249 2.4910 2.8119 0.2 -0.1 -0.1
C -1.3119 1.6999 3.7342 -0.2 0.6 -0.1
C -2.2926 2.3188 4.5084 -0.1 -0.7 0.1
C -2.5819 3.6663 4.3718 -0.4 0.2 0.3
C -1.8818 4.4579 3.4695 0.1 0.0 -0.1
C -0.8970 3.8609 2.6955 0.5 0.0 -0.3
S 0.1015 4.7750 1.5110 0.1 -0.2 0.4
C 1.6813 3.9553 1.7677 -1.0 -0.2 0.1
C 2.8566 4.6731 1.7505 0.7 0.4 0.0
C 4.0700 4.0223 1.9775 0.1 -0.2 0.1
C 4.0651 2.6651 2.2537 -0.4 0.0 -0.2
C 2.8574 1.9576 2.2623 0.5 -0.6 0.5
O 2.9038 0.6060 2.5545 -0.5 -0.1 0.0
C 1.6311 2.5638 2.0019 0.4 1.1 -0.3
H -1.9996 -0.6160 -3.3608 0.1 0.3 0.3
H -2.2965 1.0518 -3.8428 0.1 0.0 0.3
H -3.1915 0.3408 -2.4801 0.2 0.0 -0.2
H -1.6982 2.9124 -0.4106 0.5 0.0 -0.1
H -1.4051 3.2952 -2.0955 0.2 -0.2 0.2
H -0.0024 3.1690 -1.0397 -0.3 -0.1 0.3
H 0.7498 1.5457 -3.6121 -0.1 -0.4 0.1
H 1.5974 1.2055 -2.1176 -0.1 -0.4 -0.2
H 0.9848 -0.1728 -3.1344 0.1 0.3 0.1
H -1.7961 0.9953 0.8570 0.3 0.0 -0.2
H -1.4518 -0.6788 1.2729 -0.1 0.3 -0.3
H 1.0910 0.3103 0.9026 -0.2 0.2 0.3
H 0.3837 -0.1705 2.4225 -0.1 0.5 -0.1
H -1.0847 0.6414 3.8528 -0.1 0.3 -0.1
H -2.8490 1.7019 5.2173 0.1 0.3 -0.1
H -3.3575 4.1006 5.0044 0.2 0.0 -0.3
H -2.0987 5.5204 3.3528 0.1 -0.3 0.1
H 2.8710 5.7464 1.5603 -0.2 -0.3 0.1
H 5.0206 4.5547 1.9829 -0.3 0.0 -0.1
H 4.9806 2.1122 2.4663 -0.2 0.2 -0.1
H 3.4161 0.4351 3.3532 0.1 0.2 -0.2
O 6.9056 -2.2346 3.5524 0.2 -4.1 0.0
P 7.6881 -2.4417 2.2718 0.8 7.6 -1.6
N 9.1472 -1.6963 2.7984 0.2 0.3 0.8
C 10.0669 -0.9047 2.0118 0.0 -0.2 -0.7
C 9.8980 -2.5284 3.7339 -0.4 -0.3 0.2
N 6.6744 -1.3693 1.3089 -0.4 0.3 -0.4
C 7.0393 0.0228 1.0881 0.4 0.1 -0.1
C 5.2657 -1.3775 1.7176 0.0 -0.3 0.2
N 8.4454 -3.0985 0.8007 -0.5 -3.7 1.1
C 8.4276 -2.4731 -0.5067 -0.4 0.7 -0.2
C 8.0076 -4.5049 0.6389 0.1 -0.1 0.2
H 10.6814 -1.5134 1.3315 0.0 0.0 0.0
H 10.7465 -0.3656 2.6755 0.0 -0.2 0.2
H 9.5660 -0.1322 1.4354 -0.1 -0.1 -0.1
H 10.3851 -3.3711 3.2200 0.2 0.0 0.0
H 9.2397 -2.9331 4.5052 -0.1 0.0 -0.1
H 10.6652 -1.9477 4.2487 0.0 0.1 -0.1
H 7.2719 0.5479 2.0263 0.0 0.1 0.0
H 6.2214 0.5554 0.5965 -0.2 -0.2 0.1
H 7.8768 0.1323 0.4000 0.1 -0.1 0.1
H 5.0947 -0.7451 2.5944 0.0 -0.1 0.1
H 4.9274 -2.3849 1.9582 0.0 0.0 0.0
H 4.6299 -1.0082 0.9105 0.2 0.1 -0.1
H 7.4193 -2.3281 -0.9064 0.0 0.1 0.0
H 8.9716 -3.1120 -1.2082 0.0 -0.2 0.3
H 8.9643 -1.5266 -0.5167 -0.2 0.1 0.2
H 6.9437 -4.5650 0.3749 0.0 -0.1 -0.1
H 8.1538 -5.0558 1.5746 0.0 0.0 0.0
H 8.5873 -5.0197 -0.1285 0.0 0.1 0.0
O -5.8894 -0.8014 -2.8481 0.8 -1.2 -3.8
P -7.3045 -1.0728 -3.3122 -3.4 2.0 6.8
N -7.8759 0.5464 -3.1938 0.4 0.7 0.2
C -9.1942 0.9907 -2.7990 -0.5 -0.5 -0.2
C -7.3772 1.3980 -4.2697 0.4 -0.3 -0.2
N -7.7309 -2.0506 -1.9091 -0.1 -0.5 0.4
C -8.4165 -1.4707 -0.7621 -0.3 0.2 -0.1
C -6.6055 -2.8317 -1.3805 0.2 0.1 -0.2
N -8.7596 -1.6224 -4.1785 2.0 -0.8 -3.2
C -9.9252 -2.2290 -3.5673 -0.1 -0.2 0.8
C -8.3334 -2.4873 -5.3035 0.1 0.2 -0.1
H -9.9509 0.8337 -3.5825 0.0 0.0 0.0
H -9.1688 2.0596 -2.5758 0.2 0.0 -0.1
H -9.5363 0.5206 -1.8818 0.0 -0.2 -0.1
H -7.8785 1.1746 -5.2238 -0.1 0.2 0.0
H -6.3030 1.2577 -4.4070 0.0 -0.1 0.0
H -7.5292 2.4536 -4.0385 -0.1 -0.1 0.1
H -7.9169 -0.5655 -0.3900 -0.1 0.0 0.1
H -8.4611 -2.1921 0.0569 0.2 -0.1 -0.1
H -9.4613 -1.2432 -0.9706 0.0 0.1 -0.1
H -5.9451 -2.2268 -0.7486 0.1 0.0 -0.1
H -6.0039 -3.2559 -2.1835 0.0 0.1 0.0
H -6.9772 -3.6644 -0.7780 -0.2 0.1 0.0
H -9.7036 -3.1599 -3.0363 0.0 0.1 0.1
H -10.6514 -2.4614 -4.3514 0.3 0.1 -0.2
H -10.4436 -1.5427 -2.9008 0.2 0.0 0.2
H -7.9277 -3.4417 -4.9432 -0.1 -0.1 -0.1
H -7.5522 -1.9888 -5.8880 0.0 0.0 0.0
H -9.1592 -2.6942 -5.9857 -0.1 0.0 0.1
```
Positions in Å, forces in eV/Å.

- maximum force (eV Å⁻¹) = 7.8
- structure (SMILES) = C[Si](C)(C)OCCN1c2ccccc2Sc2cccc(O)c21.CN(C)P(=O)(N(C)C)N(C)C.CN(C)P(=O)(N(C)C)N(C)C
- E (eV) = -86905.89810
- HOMO level (eV) = -7.627
- Kohn-Sham gap (Ha) = 0.2631

(4)
The following is a DFT calculation (wB97M-V/def2-TZVPD) of a cluster of 7 separate species, C24H57BrN9O6 in total in a non-equilibrium geometry.

```
97
Properties=species:S:1:pos:R:3:forces:R:3
C -1.7832 5.5044 -3.8561 0.1 0.3 0.1
C -0.6928 4.2750 -3.6159 0.7 2.4 -0.7
N -1.0247 2.9951 -4.3216 -1.5 -0.4 1.8
C -1.4890 1.8843 -3.3540 0.0 -0.6 -2.7
C -2.8177 2.2579 -2.4965 -1.3 -0.8 -2.3
N -2.6627 2.5193 -1.0296 -1.3 -0.8 1.2
Br -2.7092 4.3739 -0.5651 0.0 0.0 -0.1
C -1.5187 1.8180 -0.3374 2.2 -0.6 2.1
C -0.1408 1.7506 -1.2116 0.8 -0.2 1.2
N -0.3430 1.2531 -2.6099 -0.3 1.8 0.5
H -1.7156 5.8898 -4.9689 -0.1 -0.8 2.3
H -2.8948 5.1958 -3.6647 2.1 0.4 -0.4
H -1.5496 6.4060 -3.1125 -0.4 -1.9 -1.7
H -0.4894 4.2052 -2.4697 -0.5 -0.4 -2.1
H 0.3226 4.6765 -4.1007 -2.1 -0.8 1.2
H -1.7854 3.1603 -5.0472 1.1 -0.2 1.2
H -1.8479 1.0307 -4.1145 0.5 1.9 1.7
H -3.5896 1.3522 -2.5999 1.8 1.9 0.4
H -3.3632 3.1826 -2.9775 1.3 -1.9 0.9
H -3.5454 2.1400 -0.5676 1.4 0.8 -0.7
H -1.2703 2.4690 0.6322 -0.6 -1.6 -2.2
H -1.8813 0.7687 0.0938 0.7 2.1 -1.3
H 0.4446 2.7777 -1.1180 -1.4 -1.8 -0.2
H 0.5623 0.9557 -0.6634 -1.7 1.7 -1.0
H 0.5524 1.4038 -3.1643 -1.7 -0.3 0.8
C -0.7517 -2.0982 1.4045 0.2 -0.7 -1.3
O -1.2651 -1.0405 1.7480 -0.1 0.0 -0.7
N -0.7012 -2.5800 0.1140 -0.1 0.7 1.7
C -0.0742 -3.8439 -0.2125 0.1 -0.1 -0.1
C -1.2942 -1.7981 -0.9511 0.0 0.2 0.3
H -0.2725 -2.7691 2.1357 -0.1 0.0 -0.3
H 0.7390 -3.6630 -0.9214 0.0 -0.2 0.0
H -0.8195 -4.5014 -0.6692 0.2 -0.1 0.1
H 0.3301 -4.3266 0.6816 -0.2 0.1 -0.1
H -0.8063 -0.8194 -0.9878 -0.1 -0.2 -0.3
H -2.3574 -1.6537 -0.7369 0.0 0.0 -0.2
H -1.1774 -2.3044 -1.9128 0.0 0.1 0.2
C -0.2564 -0.7280 6.5062 -0.5 0.4 0.1
O -0.6575 -1.1304 7.5913 0.0 0.4 -1.0
N -0.9824 0.0391 5.6203 0.8 -0.7 0.7
C -0.4359 0.4767 4.3527 -0.4 0.0 0.1
C -2.3358 0.4204 5.9671 0.0 -0.2 0.3
H 0.7585 -0.9611 6.1456 -0.1 0.0 0.0
H -0.4414 1.5701 4.3233 0.2 0.1 -0.1
H -1.0596 0.0849 3.5441 0.3 0.1 0.0
H 0.5892 0.1195 4.2204 -0.1 0.0 0.1
H -2.3162 0.9940 6.8986 -0.2 -0.1 -0.1
H -2.9314 -0.4842 6.1230 -0.1 0.2 0.0
H -2.7827 1.0234 5.1723 0.2 -0.1 0.1
C -4.3463 3.2808 -7.4047 0.7 -0.4 -1.0
O -3.8575 3.5329 -6.3103 0.2 -0.2 -0.2
N -3.6448 2.8685 -8.5174 -1.0 0.5 1.4
C -4.2973 2.5893 -9.7797 0.1 0.0 0.0
C -2.2086 2.7089 -8.4225 0.0 0.1 0.3
H -5.4299 3.3699 -7.5851 0.1 0.0 -0.1
H -4.1065 1.5478 -10.0542 -0.1 0.1 -0.1
H -3.8846 3.2520 -10.5458 -0.2 -0.1 -0.1
H -5.3768 2.7499 -9.7101 0.2 0.0 0.1
H -1.9832 1.9700 -7.6475 0.2 0.1 -0.1
H -1.7623 3.6662 -8.1368 0.1 -0.2 0.0
H -1.7928 2.3791 -9.3782 -0.2 0.1 0.2
C 0.1955 -6.1055 4.0070 -0.2 0.9 0.6
O -0.2264 -5.9939 2.8625 0.2 0.3 0.4
N 0.1818 -5.1134 4.9640 0.1 -1.2 -1.1
C 0.7012 -5.3240 6.2994 0.1 0.1 0.3
C -0.3694 -3.8180 4.6246 -0.2 -0.1 -0.1
H 0.6354 -7.0490 4.3685 0.0 0.1 0.1
H -0.1025 -5.1568 7.0223 0.2 -0.1 0.1
H 1.5115 -4.6119 6.4804 -0.2 -0.2 0.1
H 1.0844 -6.3413 6.4180 -0.2 0.1 -0.1
H -1.4136 -3.9438 4.3225 0.1 0.2 -0.1
H 0.1927 -3.4015 3.7833 -0.1 0.1 0.2
H -0.3122 -3.1382 5.4787 0.1 -0.3 -0.2
C 3.4203 0.8863 -2.1933 0.8 -0.5 0.6
O 3.4520 -0.2965 -2.5095 0.0 1.0 0.5
N 4.1906 1.4720 -1.2116 -1.0 -0.3 -1.1
C 4.0946 2.8821 -0.8957 0.1 -0.2 0.1
C 5.1267 0.6519 -0.4711 0.0 -0.3 -0.2
H 2.7435 1.5976 -2.6938 0.1 0.2 0.0
H 5.0714 3.3479 -1.0552 -0.2 0.2 0.1
H 3.8031 2.9909 0.1528 0.0 0.2 -0.1
H 3.3530 3.3785 -1.5277 0.1 -0.1 0.0
H 5.8395 0.2054 -1.1709 0.0 -0.1 0.2
H 4.5772 -0.1498 0.0314 0.2 0.0 0.0
H 5.6633 1.2511 0.2693 -0.2 0.0 -0.2
C 3.1050 -2.2547 5.2358 0.4 -0.8 -0.4
O 2.2572 -2.7528 5.9660 0.8 0.3 -0.7
N 3.9081 -2.9475 4.3552 -0.8 1.1 0.9
C 4.8904 -2.2842 3.5232 0.0 -0.2 0.1
C 3.7660 -4.3854 4.2580 -0.2 -0.1 0.2
H 3.2941 -1.1690 5.2310 0.1 0.0 -0.1
H 4.6535 -2.4779 2.4730 0.2 0.1 0.0
H 5.8807 -2.6859 3.7560 0.0 0.2 -0.2
H 4.8911 -1.2047 3.6976 -0.1 -0.2 0.0
H 2.7396 -4.6223 3.9620 0.1 -0.2 0.0
H 3.9610 -4.8293 5.2388 0.0 -0.1 -0.2
H 4.4649 -4.7937 3.5232 -0.1 0.2 0.1
```
Positions in Å, forces in eV/Å.

- maximum force (eV Å⁻¹) = 3.1
- E (eV) = -121540.71158
- HOMO level (eV) = -10.412
- charge = +1
- Kohn-Sham gap (Ha) = 0.2109

What is the formula in the third record?
C29H57N7O4P2SSi

Number 4 is which compound?
C24H57BrN9O6

Look up the E of the first one.
-7267.60724 eV